--- one ---
Entry from the Open Molecules 2025 dataset: an isolated molecule of CH4N2O2S (ωB97M-V with the def2-TZVPD basis set).

Bonds (Å) are listed after each position.
Positions of all 10 atoms, in Å:
1 O -0.134 -1.192 0.891  C2 1.178
2 C 0.032 -0.353 0.082  O1 1.178, N3 1.420, N5 1.402
3 N 1.309 0.152 -0.280  C2 1.420, O4 1.448, H7 1.002
4 O 2.383 -0.668 0.240  N3 1.448, H8 0.979
5 N -0.983 0.383 -0.547  C2 1.402, S6 1.741, H9 0.997
6 S -2.601 0.298 0.092  N5 1.741, H10 1.372
7 H 1.422 0.081 -1.273  N3 1.002
8 H 1.909 -1.319 0.795  O4 0.979
9 H -0.829 1.271 -0.972  N5 0.997
10 H -2.508 1.347 0.971  S6 1.372

Calculated values
HOMO level   -9.84 eV
LUMO level   0.51 eV
Orbital gap   10.351 eV
SMILES string   O=C(NO)NS

---

--- two ---
Entry from the Open Molecules 2025 dataset: a cluster of 2 separate species, CH4N2O2S in total (ωB97M-V with the def2-TZVPD basis set).

Bonds (Å) are listed after each position.
Positions of all 10 atoms, in Å:
1 H 1.106 -0.767 -1.472  N2 1.016
2 N 1.201 0.162 -1.072  H1 1.016, C3 1.257
3 C 0.064 0.673 -1.230  N2 1.257, S4 1.771, H5 1.121
4 S -0.246 2.198 -0.384  C3 1.771, H6 1.356
5 H -0.763 0.047 -1.656  C3 1.121
6 H 1.012 2.696 -0.284  S4 1.356
7 O -1.981 -1.222 0.871  N8 1.197
8 N -0.811 -1.016 1.018  O7 1.197, O9 1.367
9 O -0.242 -1.343 2.218  N8 1.367, H10 0.936
10 H 0.662 -1.428 1.991  O9 0.936

Calculated values
HOMO level   -9.46 eV
LUMO level   0.05 eV
Orbital gap   9.504 eV
SMILES string   [H]/N=C/S.O=NO

---

--- three ---
Entry from the Open Molecules 2025 dataset: a cluster of 3 separate species, CH4N2O2S in total (ωB97M-V with the def2-TZVPD basis set).

Bonds (Å) are listed after each position.
Positions of all 10 atoms, in Å:
1 C 0.730 -3.138 -1.727  N2 1.149
2 N -0.382 -3.102 -1.441  C1 1.149, H8 1.038
3 N 0.736 2.539 2.261  H7 1.098, H9 1.010, H10 1.026
4 O -0.624 0.262 -3.104  S6 1.446
5 O -1.232 -0.715 -0.988  S6 1.431
6 S -0.373 0.194 -1.682  O4 1.446, O5 1.431
7 H 0.154 2.404 3.183  N3 1.098
8 H -1.380 -2.919 -1.224  N2 1.038
9 H 0.834 1.593 1.922  N3 1.010
10 H 1.537 2.884 2.801  N3 1.026

Calculated values
HOMO level   -10.68 eV
LUMO level   -1.45 eV
Orbital gap   9.237 eV

---

--- four ---
Entry from the Open Molecules 2025 dataset: a cluster of 2 separate species, CH4N2O2S in total (ωB97M-V with the def2-TZVPD basis set).

Bonds (Å) are listed after each position.
Positions of all 10 atoms, in Å:
1 C 0.671 0.334 -0.466  N2 1.375, S6 1.622
2 N 0.700 -1.038 -0.557  C1 1.375, H7 1.031, H8 1.034
3 N -1.443 0.644 0.676  O5 1.368, H9 0.986
4 O 1.710 2.719 -0.207  S6 1.431
5 O -1.899 -0.643 0.756  N3 1.368, H10 0.980
6 S 1.929 1.352 -0.568  C1 1.622, O4 1.431
7 H -0.122 -1.659 -0.547  N2 1.031
8 H 1.527 -1.514 -0.158  N2 1.034
9 H -1.780 1.058 -0.153  N3 0.986
10 H -1.292 -1.252 1.224  O5 0.980

Calculated values
HOMO level (alpha / beta)   -8.39 / -8.54 eV
LUMO level (alpha / beta)   -0.26 / -1.17 eV
Orbital gap (alpha / beta)   8.132 / 7.372 eV

---

Result of the stability comparison: four is the least stable of them.